(1)
56
Properties=species:S:1:pos:R:3:forces:R:3 method="wB97M-V/def2-TZVPD" total_charge=+1 de_lowest_kj_mol=1.8 max_force_ev_per_a=0.26 spin_multiplicity=2 homo_lumo_gap_ev="7.2 / 7.0" s2=0.7754
Mn 0.181 0.745 -0.039 0.0 0.0 0.3
C 0.945 0.829 1.959 0.0 0.1 0.0
C 0.539 2.129 1.561 0.0 -0.1 -0.1
C -0.866 2.080 1.281 -0.1 0.0 0.1
C -1.326 0.769 1.571 0.1 0.0 -0.1
C -0.216 -0.012 1.962 0.0 0.0 0.0
C -0.287 -1.445 2.388 0.0 0.0 0.0
C -2.728 0.263 1.431 0.0 0.0 0.0
C -1.725 3.227 0.846 0.0 0.0 0.0
C 1.394 3.357 1.609 0.0 0.0 0.0
C 2.311 0.458 2.450 0.0 0.0 0.0
H -0.963 -2.024 1.755 0.0 0.0 0.0
H -0.665 -1.524 3.410 0.0 0.0 0.0
H 0.691 -1.928 2.373 0.0 0.0 0.0
H -3.351 0.964 0.877 0.0 0.0 0.0
H -3.182 0.126 2.414 0.0 0.0 0.0
H -2.761 -0.699 0.917 0.0 0.0 0.0
H -2.488 2.908 0.133 0.0 0.0 0.0
H -1.136 4.009 0.368 0.0 0.0 0.0
H -2.241 3.681 1.695 0.0 0.0 0.0
H 2.414 3.165 1.270 0.0 0.0 0.0
H 1.462 3.728 2.635 0.0 0.0 0.0
H 0.981 4.167 1.010 0.0 0.0 0.0
H 3.099 0.944 1.872 0.0 0.0 0.0
H 2.475 -0.620 2.418 0.0 0.0 0.0
H 2.444 0.760 3.492 0.0 0.0 0.0
N 2.342 -2.983 -0.185 0.0 0.0 0.0
C 2.103 -1.669 -0.192 0.0 0.0 0.0
N 0.962 -1.131 -0.498 0.1 0.0 -0.1
C -0.097 -1.969 -0.882 -0.1 0.1 0.0
N -1.193 -1.442 -1.315 0.0 -0.1 0.0
N -1.039 -0.071 -1.324 -0.1 0.0 -0.1
C -1.544 0.608 -2.287 0.0 -0.1 0.1
C -0.966 1.936 -2.389 0.1 0.1 0.1
C -1.375 2.909 -3.292 0.0 -0.1 0.0
C -0.657 4.086 -3.376 0.0 0.0 0.0
C 0.459 4.248 -2.564 0.0 0.0 0.0
C 0.795 3.244 -1.677 0.0 0.0 0.0
N 0.100 2.106 -1.568 0.0 0.2 -0.1
C 0.076 -3.411 -0.802 0.0 -0.1 0.0
C -0.961 -4.309 -1.072 0.0 0.0 0.0
C -0.734 -5.665 -0.991 0.0 0.0 0.0
C 0.531 -6.146 -0.646 0.0 0.0 0.0
C 1.567 -5.276 -0.378 0.0 0.0 0.0
C 1.331 -3.908 -0.457 0.0 0.0 0.0
H 3.266 -3.312 0.047 0.0 0.0 0.0
H 2.927 -1.024 0.085 0.0 0.0 0.0
H -2.203 0.177 -3.031 0.0 0.0 0.0
H -2.239 2.732 -3.918 0.0 0.0 0.0
H -0.953 4.861 -4.068 0.0 0.0 0.0
H 1.065 5.141 -2.614 0.0 0.0 0.0
H 1.652 3.340 -1.026 0.0 0.0 0.0
H -1.930 -3.915 -1.344 0.0 0.0 0.0
H -1.534 -6.361 -1.198 0.0 0.0 0.0
H 0.702 -7.212 -0.587 0.0 0.0 0.0
H 2.548 -5.645 -0.109 0.0 0.0 0.0

***

(2)
18
Properties=species:S:1:pos:R:3:forces:R:3 method="wB97M-V/def2-TZVPD" de_lowest_kj_mol=620.8 max_force_ev_per_a=2.63 homo_lumo_gap_ev=6.8
C 0.130 -1.456 2.166 0.6 0.0 -0.2
C 1.429 -1.385 1.772 -0.5 -0.3 0.7
C -0.654 -0.825 1.149 0.2 0.1 -0.4
C 0.267 -0.449 0.229 -0.5 1.5 -2.1
C -2.123 -0.612 1.115 0.0 0.2 0.0
N -0.103 2.682 -1.843 1.0 -1.3 0.3
N 1.816 1.201 -2.429 -1.0 -0.1 0.1
O -0.540 0.456 -3.138 0.4 0.0 1.0
O 1.519 -0.757 0.575 0.3 0.2 -0.4
S 0.159 1.194 -2.106 0.5 0.2 0.6
H -0.240 -1.897 3.069 -0.1 -0.1 0.2
H 2.340 -1.732 2.218 0.2 0.0 0.0
H -2.373 0.359 1.546 -0.1 0.0 0.0
H -2.480 -0.630 0.088 -0.1 0.0 0.0
H -2.638 -1.379 1.686 -0.1 -0.1 0.0
H -1.052 3.011 -1.899 -0.4 -0.3 -0.1
H 2.250 0.296 -2.296 -0.2 -0.1 0.1
H 2.292 1.921 -1.903 -0.1 0.1 0.2

***

(3)
73
Properties=species:S:1:pos:R:3:forces:R:3 method="wB97M-V/def2-TZVPD" total_charge=+3 de_lowest_kj_mol=0.0 max_force_ev_per_a=1.36 homo_lumo_gap_ev=5.5
W -0.058 -0.262 -0.144 0.3 1.2 0.6
C -0.572 0.347 6.187 0.0 0.0 0.0
C -1.791 0.942 5.876 0.0 0.0 0.0
C -2.334 0.858 4.591 -0.1 0.0 0.0
C -1.594 0.176 3.649 -0.1 0.1 -0.1
C -1.852 -0.117 2.250 -0.1 0.0 0.1
N -0.818 -0.860 1.710 -0.1 -0.3 0.1
C 0.080 -1.070 2.745 0.0 0.0 0.0
N 1.160 -1.793 2.665 0.1 0.0 0.2
C 1.682 -2.197 1.546 0.0 0.0 -0.1
C 2.612 -3.295 1.423 -0.1 0.0 0.1
C 3.159 -4.140 2.367 0.0 0.0 0.1
C 4.016 -5.136 1.898 0.0 0.0 0.0
C 4.304 -5.264 0.542 0.0 0.0 0.0
C 3.747 -4.401 -0.406 0.1 0.0 -0.1
C 2.901 -3.423 0.066 0.0 0.0 -0.1
C 2.144 -2.392 -0.615 0.0 0.0 0.1
N 2.126 -2.200 -1.895 0.2 0.0 -0.2
C 1.180 -1.550 -2.511 -0.1 -0.1 0.0
N -0.070 -1.255 -1.969 0.0 -0.3 -0.4
C -0.790 -0.669 -3.001 0.0 -0.1 -0.1
N -2.039 -0.289 -2.940 0.0 0.1 -0.2
C -2.672 -0.102 -1.827 -0.1 0.0 0.1
N -2.057 0.031 -0.587 0.0 0.0 -0.1
C -3.094 0.161 0.339 0.0 -0.1 -0.1
N -2.941 0.244 1.628 -0.1 0.1 0.1
C -4.370 0.190 -0.335 0.0 0.0 0.1
C -5.655 0.342 0.147 0.0 0.0 0.1
C -6.688 0.303 -0.790 0.0 0.0 0.0
C -6.428 0.121 -2.145 0.0 0.0 0.0
C -5.124 -0.028 -2.624 0.0 0.0 -0.1
C -4.112 0.010 -1.692 0.0 -0.1 -0.1
C 0.015 -0.575 -4.202 -0.1 0.1 0.0
C -0.274 -0.080 -5.457 -0.1 0.0 0.0
C 0.752 -0.130 -6.403 0.0 0.0 0.0
C 1.999 -0.668 -6.090 0.0 0.0 0.0
C 2.273 -1.182 -4.822 0.1 -0.1 0.0
C 1.258 -1.115 -3.891 0.1 0.0 0.1
N 1.428 -1.626 0.298 0.1 -0.1 -0.1
C -0.375 -0.420 3.959 0.1 0.0 0.0
C 0.160 -0.360 5.228 0.1 -0.1 0.1
H -0.188 0.424 7.195 0.0 0.0 0.0
H -2.332 1.470 6.650 0.0 0.0 0.0
H -3.292 1.297 4.345 0.0 0.0 0.0
H 2.939 -4.032 3.421 0.0 0.0 0.0
H 4.466 -5.825 2.601 0.0 0.0 0.0
H 4.972 -6.050 0.217 0.0 0.0 0.0
H 3.976 -4.494 -1.460 0.0 0.0 0.0
H -5.850 0.487 1.202 0.0 0.0 0.0
H -7.711 0.415 -0.458 0.0 0.0 0.0
H -7.256 0.094 -2.841 0.0 0.0 0.0
H -4.921 -0.165 -3.678 0.0 0.0 0.0
H -1.253 0.315 -5.696 0.0 0.0 0.0
H 0.577 0.249 -7.401 0.0 0.0 0.0
H 2.768 -0.695 -6.851 0.0 0.0 0.0
H 3.235 -1.620 -4.588 0.0 0.0 0.0
H 1.096 -0.843 5.478 0.0 0.0 0.0
O 0.871 1.032 -1.518 -0.1 -0.3 -0.2
C 1.388 2.173 -1.498 0.1 0.2 -0.1
C 1.483 2.973 -0.343 0.0 0.0 0.0
C 2.079 4.245 -0.384 0.0 0.1 -0.2
C 2.137 4.966 0.770 -0.3 0.2 0.0
C 1.626 4.484 1.976 0.0 0.0 0.0
C 1.040 3.237 2.028 0.0 0.0 0.1
C 0.969 2.480 0.865 0.0 0.1 0.0
O 0.410 1.268 0.898 -0.2 -0.3 0.1
N 2.763 6.311 0.743 1.0 -0.4 0.3
O 2.854 6.881 1.803 -0.4 0.2 0.0
O 3.259 6.650 -0.305 -0.3 0.2 -0.2
H 1.782 2.540 -2.448 0.0 0.0 0.0
H 2.486 4.657 -1.300 0.0 0.0 0.0
H 1.702 5.108 2.856 0.0 0.0 0.0
H 0.637 2.841 2.950 0.0 0.0 0.0

***

(4)
9
Properties=species:S:1:pos:R:3:forces:R:3 method="wB97M-V/def2-TZVPD" max_force_ev_per_a=2.39 spin_multiplicity=2 homo_lumo_gap_ev="5.6 / 5.5" s2=1.7788
Al 0.412 -0.681 0.449 -0.8 1.1 -1.9
O -1.686 -0.893 -1.550 1.0 -0.1 0.5
H -1.390 -1.717 -1.983 0.0 0.4 0.0
O -1.242 1.810 0.494 0.0 0.0 0.1
H -1.241 2.787 0.466 0.1 -0.2 -0.2
O 0.400 1.023 -1.849 0.0 -0.7 1.0
H 1.001 1.194 -2.600 -0.4 -0.4 0.4
O 1.581 -1.676 2.904 0.1 -0.1 0.2
H 2.165 -1.847 3.669 0.0 0.0 0.0

***

(5)
64
Properties=species:S:1:pos:R:3:forces:R:3 method="wB97M-V/def2-TZVPD" total_charge=-2 de_lowest_kj_mol=1.3 max_force_ev_per_a=1.26 homo_lumo_gap_ev="3.5 / 3.8"
Ti -0.285 0.420 0.201 -0.6 0.0 0.3
N -0.306 1.849 4.728 0.0 0.0 0.0
C -0.146 1.174 3.512 0.0 -0.1 0.0
S 0.715 2.014 2.262 -0.1 0.0 -0.1
N -0.644 -0.017 3.476 0.0 0.1 0.0
N -0.408 -0.677 2.281 -0.2 0.1 -0.1
C -0.740 -1.912 2.303 0.2 0.1 0.1
C -0.400 -2.861 1.259 -0.1 -0.1 0.0
C -0.823 -4.183 1.408 0.0 0.0 0.0
C -0.401 -5.190 0.560 -0.1 0.0 0.0
C 0.512 -4.868 -0.445 0.1 0.0 0.0
C 0.951 -3.572 -0.614 0.0 -0.1 0.0
C 0.471 -2.514 0.190 0.0 0.2 -0.1
O 0.870 -1.297 -0.030 -0.1 -0.3 0.0
H -0.341 2.848 4.595 0.0 0.0 0.0
H -1.095 1.485 5.244 0.0 0.0 0.0
H -1.215 -2.294 3.210 0.0 0.0 0.0
H -1.497 -4.411 2.229 0.0 0.0 0.0
H -0.756 -6.206 0.686 0.0 0.0 0.0
H 0.883 -5.644 -1.107 0.0 0.0 0.0
H 1.665 -3.327 -1.391 0.0 0.0 0.0
S 3.551 2.792 -1.635 0.0 0.0 0.0
C 4.258 1.543 -0.661 0.0 -0.1 0.0
C 5.600 1.278 -0.408 0.0 0.0 0.0
C 5.910 0.224 0.432 0.0 0.0 0.0
C 4.899 -0.546 1.015 0.0 0.0 0.0
C 3.565 -0.287 0.765 0.0 0.0 0.0
C 3.241 0.764 -0.093 -0.1 0.1 0.1
N 1.956 1.155 -0.436 0.1 0.0 -0.1
C 1.957 2.189 -1.218 0.0 -0.1 0.1
C 0.713 2.770 -1.703 0.0 0.0 -0.1
C 0.706 3.868 -2.570 -0.1 0.0 0.0
C -0.503 4.335 -3.046 0.0 0.0 0.0
C -1.680 3.695 -2.644 0.0 0.0 0.0
C -1.642 2.619 -1.774 0.1 0.0 0.1
C -0.440 2.102 -1.260 0.0 0.1 0.0
H 6.380 1.883 -0.855 0.0 0.0 0.0
H 6.949 -0.004 0.643 0.0 0.0 0.0
H 5.165 -1.362 1.676 0.0 0.0 0.0
H 2.763 -0.869 1.196 0.0 0.0 0.0
H 1.632 4.347 -2.876 0.0 0.0 0.0
H -0.538 5.181 -3.724 0.0 0.0 0.0
H -2.634 4.052 -3.024 0.0 0.0 0.0
H -2.572 2.147 -1.470 0.0 0.0 0.0
C -4.504 0.945 1.339 -0.1 0.0 0.0
C -3.223 0.501 0.705 0.7 0.9 0.5
N -2.077 1.187 0.964 -1.0 -0.4 -0.2
O -2.338 2.425 1.621 0.1 -0.3 0.0
C -3.071 -0.553 -0.171 0.7 -0.4 -0.4
C -4.099 -1.513 -0.670 -0.1 0.0 0.0
N -1.780 -0.673 -0.639 0.5 0.4 0.4
O -1.555 -1.530 -1.602 -0.1 -0.2 -0.1
H -4.362 1.114 2.409 0.0 0.0 0.0
H -5.288 0.201 1.199 0.0 0.0 0.0
H -4.846 1.896 0.919 0.0 0.0 0.0
H -1.433 2.705 1.841 0.1 0.0 0.0
H -5.096 -1.259 -0.305 0.0 0.0 0.0
H -3.866 -2.542 -0.371 0.0 0.0 0.0
H -4.112 -1.518 -1.763 0.0 0.0 0.0
Cl 2.557 -1.921 -3.757 0.0 0.0 -0.1
C 0.994 -1.266 -3.158 -0.1 -0.1 0.0
Cl 0.497 0.155 -4.069 0.0 0.1 -0.1
H 1.117 -1.012 -2.112 0.0 0.0 0.0
H 0.239 -2.032 -3.268 0.0 0.0 0.0

***

(6)
21
Properties=species:S:1:pos:R:3:forces:R:3 method="wB97M-V/def2-TZVPD" total_charge=+1 de_lowest_kj_mol=265.4 max_force_ev_per_a=4.05 homo_lumo_gap_ev="7.1 / 7.1"
N 2.360 1.435 -0.315 -2.5 -1.8 1.6
C 0.997 1.225 -0.034 0.8 -1.6 -1.4
O 0.265 2.294 0.031 -2.4 -1.7 0.7
C 0.326 -0.007 -0.032 0.5 0.7 0.4
C 0.815 -1.385 -0.066 -2.8 -0.1 1.0
N 2.180 -1.796 0.331 -1.8 -2.1 -2.7
N -0.179 -2.245 -0.058 1.5 0.2 -0.1
N -1.320 -1.546 -0.122 3.7 1.5 0.2
C -1.150 -0.205 0.005 1.2 0.9 0.1
C -2.127 0.715 0.184 1.6 1.7 -0.5
N -3.484 0.383 0.033 0.2 1.4 0.4
O -3.791 -0.804 -0.180 -0.5 1.2 0.2
O -4.212 1.376 0.142 -0.4 -1.9 -0.3
H 2.713 2.353 -0.311 0.5 1.0 -0.2
H 2.705 0.785 -0.965 0.9 -0.3 -0.9
H 0.777 3.044 0.065 1.7 3.1 0.0
H 2.393 -1.180 1.066 1.3 1.4 1.1
H 2.645 -1.634 -0.628 0.5 -1.0 2.5
H 2.138 -2.787 0.774 0.4 1.6 -1.6
H -2.219 -1.835 -0.177 -3.3 -2.3 -0.2
H -1.830 1.813 0.260 -1.1 -2.0 0.0